C5H4B8F40Li5O | ωB97M-V/def2-TZVPD

Properties
* maximum force: 4.311 eV/Å
* LUMO: 2.47 eV
* net charge: -3
* HOMO-LUMO gap: 7.2 eV
* calculated total energy: -4501.22900 Eh

Last column: natural (NBO) charge in e.
Atoms and positions in Å:
1 Li -3.2650 4.5834 0.6571  0.9920
2 Li 3.5293 -0.1999 -0.3987  0.9898
3 Li 2.6105 6.4158 -1.1088  0.9953
4 Li 0.4560 0.5328 4.8876  0.9975
5 Li -2.1701 1.3292 -4.4280  0.9973
6 B 6.9320 1.8283 1.1797  1.3066
7 F 7.3024 3.1404 1.2579  -0.5759
8 F 7.9290 1.0572 1.6684  -0.5619
9 F 5.7638 1.6753 1.8723  -0.5804
10 F 6.6059 1.6631 -0.1396  -0.5849
11 B 0.3042 2.6363 0.0022  1.3404
12 F 0.7670 1.7767 1.0634  -0.5908
13 F -0.8826 2.2611 -0.6095  -0.5854
14 F 0.0374 3.8471 0.5531  -0.5808
15 F 1.3150 2.8183 -0.9734  -0.5779
16 B -2.1916 4.1047 5.4679  1.3170
17 F -2.3713 3.0066 6.2721  -0.5850
18 F -0.8841 4.0899 5.1256  -0.5753
19 F -2.9107 3.9760 4.2642  -0.5952
20 F -2.4345 5.2544 6.1480  -0.5586
21 B 4.0699 7.3719 2.9568  1.2963
22 F 5.2345 7.2307 3.6075  -0.5586
23 F 3.9712 6.3437 2.0651  -0.5841
24 F 2.9508 7.5766 3.6377  -0.5528
25 F 4.2278 8.4994 2.2034  -0.5981
26 B 0.5419 5.9384 -5.6378  1.3174
27 F 0.0473 4.6706 -5.6453  -0.5703
28 F -0.4217 6.8144 -5.2640  -0.5795
29 F 1.5271 6.0876 -4.6575  -0.5963
30 F 0.9517 6.3853 -6.8569  -0.5693
31 B 2.4579 -0.6702 -4.8173  1.3308
32 F 2.8706 0.3120 -5.6729  -0.5676
33 F 2.3393 -1.8244 -5.5084  -0.5668
34 F 3.4547 -0.8556 -3.8410  -0.5915
35 F 1.2421 -0.2452 -4.2071  -0.6016
36 B -5.1365 4.7092 -2.7434  1.3091
37 F -5.7420 4.3548 -1.4884  -0.6054
38 F -3.9759 5.3135 -2.4968  -0.5698
39 F -4.9483 3.6390 -3.5210  -0.5669
40 F -5.8343 5.6920 -3.3537  -0.5622
41 B 2.8638 -3.3683 2.1792  1.3197
42 F 3.2612 -4.6473 2.4351  -0.5595
43 F 3.9765 -2.6211 1.8496  -0.5876
44 F 2.0924 -3.2507 1.0798  -0.5728
45 F 2.2255 -2.7025 3.2436  -0.5963
46 C -3.2499 -7.4160 -0.8193  -0.1331
47 C -3.2815 -5.8851 -1.2427  0.6227
48 C -3.4220 -4.9087 0.0193  0.5136
49 F -3.3041 -3.6476 -0.3304  -0.3063
50 F -4.5641 -5.0872 0.7576  -0.3383
51 F -2.2351 -5.6280 -1.9894  -0.2947
52 F -4.3386 -5.7071 -2.0666  -0.3350
53 O -2.3001 -7.6281 0.2258  -0.5240
54 C -2.7433 -8.2704 1.4091  0.8621
55 C -1.4699 -8.5952 2.2963  0.5009
56 F -1.5976 -9.2171 3.5281  -0.3306
57 F -0.4533 -9.2324 1.6125  -0.3228
58 F -3.4577 -7.4319 2.1013  -0.2979
59 F -3.3045 -9.4456 1.1121  -0.3211
60 H -3.0765 -8.0164 -1.7123  0.2100
61 H -4.2353 -7.7564 -0.5012  0.1994
62 H -2.5818 -5.0538 0.6984  0.1471
63 H -1.0747 -7.6237 2.5931  0.1478

Force components x, y, z for each atom (eV/Å):
Li 0.27 -0.16 -0.36
Li 0.23 0.10 0.10
Li 0.06 -0.41 0.30
Li 0.07 0.44 -0.41
Li 0.55 0.46 0.23
B -0.48 1.64 -0.09
F 0.98 2.13 0.57
F 1.25 -1.63 0.34
F -1.79 -0.90 1.45
F -0.19 -1.54 -2.42
B 1.35 -0.10 -0.04
F -0.46 -0.20 -0.93
F -0.79 -1.24 -0.36
F -0.44 2.15 1.13
F -0.05 -0.57 0.24
B 0.37 -0.01 -0.51
F -1.00 -1.66 1.05
F 2.78 -0.13 -0.88
F -1.08 0.08 -0.49
F -1.09 1.28 0.60
B 1.03 0.52 -1.60
F 1.81 -0.63 2.47
F -0.89 -2.30 -1.62
F -2.48 -0.37 2.46
F 0.28 2.99 -2.19
B 0.04 0.99 0.69
F -0.35 -1.83 -0.25
F -2.50 1.49 0.93
F 1.56 -0.40 0.75
F 1.25 -0.22 -1.86
B 0.56 0.97 0.68
F 0.27 1.19 -0.86
F -0.85 -1.88 -0.81
F 0.09 0.01 1.02
F -0.44 -0.31 0.18
B -1.09 1.16 1.20
F -0.02 -0.40 0.29
F 3.90 0.70 1.71
F 0.09 -2.73 -1.44
F -2.53 0.94 -1.21
B 0.95 1.20 0.12
F -0.28 -1.23 0.70
F 1.93 1.12 0.02
F -2.32 -0.51 -1.93
F -0.57 -0.20 1.05
C -0.90 0.79 0.31
C -1.60 -1.38 1.84
C 1.63 -1.30 0.56
F -0.69 1.40 -1.03
F 0.14 -0.22 -1.05
F 1.52 0.68 0.00
F -0.84 -0.05 -0.02
O 0.11 -0.78 0.88
C 3.81 -0.91 -1.40
C 2.38 1.60 0.45
F -1.11 -0.26 -1.57
F -1.61 0.09 0.32
F -1.90 0.19 0.80
F -1.50 0.01 0.02
H 0.73 0.12 0.01
H -0.22 0.49 0.19
H 0.03 -0.69 0.03
H 0.06 0.23 -0.37

***

C26H24N7O6PtS | ωB97M-V/def2-TZVPD

Properties
* maximum force: 2.449 eV/Å
* LUMO: -3.35 eV
* ΔE to the lowest compared entry with this formula, charge and spin: 0.0 kcal/mol
* net charge: +1
* HOMO-LUMO gap: 8.0 eV
* calculated total energy: -2357.29870 Eh

Last column: natural (NBO) charge in e.
Atoms and positions in Å:
1 Pt -0.6852 0.1676 -0.6320  0.9099
2 C 3.6623 1.5188 -5.8209  -0.6432
3 C 2.6092 1.8185 -4.7950  0.0420
4 C 1.5286 0.9551 -4.6220  -0.2200
5 C 0.4884 1.2823 -3.7743  -0.1412
6 C 0.5552 2.4780 -3.0659  -0.4278
7 C 1.6442 3.3359 -3.1768  -0.1365
8 C 2.6624 2.9963 -4.0469  -0.1664
9 S -0.8508 2.9784 -2.1880  2.2961
10 O -2.0090 2.2915 -2.6794  -0.9210
11 O -0.8615 4.3789 -1.9255  -0.8924
12 N -0.6866 2.2044 -0.5736  -0.6212
13 C -1.3130 2.8321 0.3356  -0.0540
14 C -3.3676 1.4309 -0.0821  1.0703
15 O -4.0798 2.2693 0.2353  -0.4091
16 O -2.8444 0.4344 -0.4233  -0.5533
17 H 3.7126 0.4534 -6.0424  0.2234
18 H 4.6414 1.8575 -5.4897  0.2317
19 H 3.4274 2.0412 -6.7509  0.2397
20 H 1.4839 0.0340 -5.1893  0.2254
21 H -0.3787 0.6425 -3.6841  0.2442
22 H 1.6705 4.2575 -2.6122  0.2501
23 H 3.5075 3.6617 -4.1625  0.2248
24 H -1.5974 3.8730 0.1864  0.2383
25 H -1.2490 2.4745 1.3614  0.2213
26 N 0.5310 -4.8473 -0.1051  -0.7832
27 C -0.7045 -5.0891 -0.5301  0.6663
28 N -1.1608 -6.3464 -0.5576  -0.7604
29 N -1.5543 -4.1520 -0.9489  -0.6383
30 C -1.2634 -2.9043 -0.8320  0.6377
31 N -1.0078 -1.7788 -0.7781  -0.5681
32 H 1.1194 -5.6015 0.2028  0.4055
33 H 0.9493 -3.9224 -0.1926  0.4608
34 H -0.5852 -7.1335 -0.3219  0.4079
35 H -2.1110 -6.4987 -0.8457  0.4286
36 O 1.7156 -2.2530 -0.4725  -0.6900
37 C 2.1058 -1.1016 -0.4970  0.8060
38 N 3.4046 -0.7259 -0.3790  -0.6141
39 C 3.5604 0.7064 -0.1957  -0.0330
40 C 2.1081 1.1596 -0.4085  0.7133
41 O 1.7650 2.3117 -0.3195  -0.6035
42 N 1.3158 0.0485 -0.6537  -0.6473
43 C 4.4414 1.3636 -1.2482  -0.0532
44 C 4.7231 2.7238 -1.1312  -0.1466
45 C 5.5700 3.3435 -2.0351  -0.2253
46 C 6.1418 2.6117 -3.0690  -0.2145
47 C 5.8417 1.2650 -3.2022  -0.2112
48 C 4.9893 0.6418 -2.2981  -0.2135
49 C 4.0121 0.9960 1.2353  0.0472
50 C 5.3609 1.1629 1.5264  -0.2271
51 C 5.7807 1.3192 2.8405  -0.2029
52 C 4.8571 1.3117 3.8738  -0.1871
53 C 3.5096 1.1382 3.5900  -0.2060
54 C 3.0911 0.9774 2.2788  -0.2245
55 H 4.0755 -1.3898 -0.0288  0.4245
56 H 4.2910 3.2904 -0.3168  0.2271
57 H 5.7982 4.3956 -1.9230  0.2240
58 H 6.8222 3.0905 -3.7622  0.2242
59 H 6.2810 0.6878 -4.0057  0.2216
60 H 4.7683 -0.4123 -2.4038  0.2257
61 H 6.0906 1.1772 0.7270  0.2264
62 H 6.8333 1.4500 3.0536  0.2240
63 H 5.1844 1.4409 4.8967  0.2226
64 H 2.7828 1.1302 4.3916  0.2197
65 H 2.0351 0.8395 2.0748  0.2052

Force components x, y, z for each atom (eV/Å):
Pt 0.68 0.20 0.09
C 0.00 0.01 0.00
C -0.01 0.01 0.00
C 0.01 -0.01 -0.01
C -0.02 0.02 0.00
C -0.08 0.02 -0.16
C -0.02 0.02 -0.06
C -0.01 0.00 0.01
S 0.08 -0.21 0.23
O 0.00 0.09 0.01
O 0.08 -0.01 -0.07
N -1.18 -0.60 -0.54
C 1.94 1.24 0.83
C -1.50 -1.03 -0.43
O 0.39 0.48 0.14
O 0.60 0.08 0.01
H 0.01 0.00 0.01
H -0.02 0.02 -0.03
H -0.01 -0.01 -0.01
H 0.00 0.00 0.00
H 0.00 0.00 -0.02
H 0.01 0.00 0.00
H 0.00 0.00 0.01
H -0.21 -0.11 -0.12
H -0.51 -0.36 -0.12
N 0.16 0.07 0.04
C -0.17 0.01 -0.12
N 0.03 0.01 0.03
N -0.19 0.03 0.12
C 0.43 -0.09 -0.13
N -0.18 0.11 0.10
H 0.01 0.01 0.00
H -0.03 0.03 0.00
H 0.00 0.00 -0.01
H 0.00 0.00 -0.01
O -0.05 -0.07 -0.03
C -0.05 -0.20 -0.05
N 0.01 0.08 -0.14
C -0.02 -0.16 -0.07
C 0.01 -0.27 0.15
O -0.10 0.17 -0.11
N -0.15 0.40 0.31
C 0.06 0.06 0.07
C 0.01 0.01 -0.01
C -0.02 -0.02 0.02
C -0.01 -0.04 -0.02
C 0.05 0.02 0.02
C 0.01 -0.02 0.02
C 0.00 -0.01 0.00
C 0.01 -0.02 0.01
C 0.00 0.00 0.00
C 0.00 0.00 0.00
C 0.00 0.00 0.00
C -0.01 0.02 0.01
H -0.03 -0.01 0.03
H 0.00 0.00 0.01
H -0.01 0.00 0.00
H -0.01 -0.01 0.00
H 0.01 -0.01 0.01
H 0.00 0.00 0.00
H 0.00 0.01 0.00
H 0.00 0.00 0.00
H 0.00 0.00 0.00
H 0.00 0.00 0.00
H 0.00 0.01 0.00

***

C14H17BFN2O4 | ωB97M-V/def2-TZVPD

Properties
* maximum force: 0.657 eV/Å
* LUMO: 1.15 eV
* net charge: -1
* HOMO-LUMO gap: 6.0 eV
* calculated total energy: -1078.69948 Eh

Last column: natural (NBO) charge in e.
Atoms and positions in Å:
1 B 6.0876 -0.2822 -0.6199  -0.3992
2 C 4.7084 0.6813 -0.6884  -0.6614
3 C 3.5109 -0.2042 -0.7434  0.0589
4 F 2.2511 0.4776 -0.7162  -0.4421
5 H 6.5502 -0.2769 0.5245  -0.0723
6 H 5.7855 -1.4520 -0.8884  -0.0786
7 H 6.9188 0.1385 -1.4237  -0.0672
8 H 4.7368 1.3167 -1.5746  0.1831
9 H 4.6291 1.3313 0.1841  0.1842
10 H 3.5236 -0.8061 -1.6499  0.1516
11 H 3.5149 -0.8908 0.1023  0.1479
12 C -1.2861 0.5256 -2.1496  -0.1694
13 C -0.7286 -0.1582 -1.0781  -0.2165
14 C -0.9870 -1.5085 -0.9093  -0.1396
15 C -1.8048 -2.1465 -1.8234  -0.0059
16 C -2.3669 -1.4848 -2.8994  -0.2000
17 C -2.1054 -0.1349 -3.0551  -0.2099
18 N -2.0981 -3.5770 -1.6432  0.5342
19 O -1.6207 -4.1387 -0.6796  -0.3810
20 O -2.7857 -4.1255 -2.4832  -0.3941
21 H -1.0872 1.5818 -2.2714  0.2263
22 H -0.0812 0.3553 -0.3817  0.2500
23 H -0.5587 -2.0539 -0.0825  0.2411
24 H -3.0024 -2.0128 -3.5933  0.2411
25 H -2.5460 0.4039 -3.8824  0.2153
26 C -1.6533 0.4488 4.0870  -0.1796
27 C -1.0182 1.6357 3.7487  -0.2053
28 C -1.3352 2.2808 2.5650  -0.2075
29 C -2.2909 1.7182 1.7423  0.0859
30 C -2.9329 0.5359 2.0551  -0.2106
31 C -2.6070 -0.1005 3.2408  -0.2102
32 N -2.6151 2.3849 0.4701  0.5210
33 O -1.9985 3.3908 0.1873  -0.3780
34 O -3.4528 1.8670 -0.2368  -0.3766
35 H -1.3969 -0.0553 5.0090  0.2178
36 H -0.2658 2.0554 4.4012  0.2233
37 H -0.8388 3.1952 2.2788  0.2521
38 H -3.6612 0.1157 1.3787  0.2503
39 H -3.0915 -1.0317 3.4986  0.2208

Force components x, y, z for each atom (eV/Å):
B -0.24 0.16 0.13
C 0.11 -0.17 -0.04
C 0.60 -0.27 0.03
F -0.21 0.12 0.02
H 0.02 0.02 -0.05
H 0.05 0.03 -0.11
H 0.05 -0.10 0.05
H -0.08 0.11 -0.12
H 0.03 0.11 0.12
H -0.17 0.01 -0.16
H -0.20 0.00 0.17
C -0.02 0.00 0.04
C -0.04 0.08 -0.01
C 0.03 0.03 0.13
C -0.04 0.04 0.04
C -0.12 0.05 -0.11
C 0.06 0.03 0.04
N 0.19 -0.01 -0.15
O -0.03 -0.03 0.15
O -0.12 -0.02 -0.02
H 0.02 0.02 -0.01
H 0.10 -0.03 -0.04
H 0.00 -0.07 -0.02
H 0.01 -0.08 0.02
H 0.00 0.00 -0.02
C 0.00 0.01 -0.01
C -0.03 -0.06 0.03
C 0.12 0.09 0.05
C 0.01 -0.01 0.03
C -0.09 -0.15 -0.01
C 0.04 0.02 0.04
N 0.19 -0.17 -0.04
O -0.01 0.15 0.00
O -0.23 0.03 -0.05
H 0.01 -0.01 0.01
H 0.02 0.01 0.00
H -0.03 0.02 -0.07
H 0.00 0.05 -0.06
H -0.01 -0.02 0.00

***

C18H28BeN2P2Se2Te2 | ωB97M-V/def2-TZVPD

Properties
* maximum force: 1.390 eV/Å
* LUMO: -1.00 eV
* HOMO-LUMO gap: 6.3 eV
* calculated total energy: -6848.62524 Eh

Last column: natural (NBO) charge in e.
Atoms and positions in Å:
1 Be -1.7271 -1.7310 -3.2152  1.2640
2 C 2.0835 -1.2310 -2.2063  -0.9483
3 P 0.7324 -1.5042 -0.9874  0.8011
4 C 1.0226 0.0195 -0.0092  -0.1325
5 N 2.1598 0.1899 0.6072  -0.3905
6 C 2.3229 1.3166 1.3286  0.0859
7 C 3.4815 1.4929 2.1101  -0.1819
8 C 3.5877 2.5937 2.9141  -0.2014
9 C 2.5938 3.5882 2.9138  -0.2026
10 C 1.4930 3.4819 2.1097  -0.2009
11 C 1.3165 2.3238 1.3282  0.1826
12 N 0.1894 2.1601 0.6075  -0.4425
13 C 0.0190 1.0228 -0.0086  -0.0308
14 P -1.5047 0.7324 -0.9865  0.7917
15 C -1.2316 2.0834 -2.2055  -0.9499
16 C -2.8724 1.4380 0.1336  -0.2883
17 C -2.5837 2.7476 0.8600  -0.6136
18 C -4.0991 1.6268 -0.7583  -0.6212
19 C -3.1280 0.3334 1.1618  -0.6239
20 C 1.4382 -2.8716 0.1331  -0.2857
21 C 0.3346 -3.1267 1.1624  -0.6238
22 C 1.6269 -4.0984 -0.7586  -0.6211
23 C 2.7482 -2.5827 0.8589  -0.6132
24 H 3.0120 -0.9444 -1.7142  0.2275
25 H 1.7484 -0.4440 -2.8822  0.2311
26 H 2.2144 -2.1404 -2.7887  0.2411
27 H 4.2504 0.7358 2.0733  0.2262
28 H 4.4445 2.7097 3.5616  0.2180
29 H 2.7096 4.4448 3.5613  0.2180
30 H 0.7359 4.2507 2.0733  0.2249
31 H -0.9446 3.0116 -1.7133  0.2271
32 H -2.1412 2.2150 -2.7878  0.2412
33 H -0.4451 1.7478 -2.8818  0.2310
34 H -2.3450 3.5524 0.1701  0.2072
35 H -1.7594 2.6355 1.5572  0.2253
36 H -3.4734 3.0309 1.4232  0.1994
37 H -3.9988 2.5239 -1.3647  0.2102
38 H -5.0001 1.7219 -0.1535  0.2112
39 H -4.2377 0.7792 -1.4318  0.2105
40 H -2.2380 0.1683 1.7687  0.2062
41 H -3.3928 -0.6020 0.6636  0.2194
42 H -3.9447 0.6073 1.8282  0.2085
43 H -0.6016 -3.3913 0.6654  0.2193
44 H 0.1705 -2.2367 1.7695  0.2064
45 H 0.6090 -3.9435 1.8284  0.2086
46 H 0.7792 -4.2373 -1.4320  0.2103
47 H 1.7223 -4.9993 -0.1538  0.2113
48 H 2.5238 -3.9980 -1.3653  0.2102
49 H 2.6364 -1.7583 1.5559  0.2262
50 H 3.5528 -2.3445 0.1687  0.2073
51 H 3.0314 -3.4724 1.4222  0.1995
52 Se -3.1215 -0.4200 -3.9696  -0.6431
53 Te -4.0299 -2.0505 -2.2913  0.0256
54 Te -2.0488 -4.0238 -2.2806  0.0240
55 Se -0.4237 -3.1318 -3.9719  -0.6428

Force components x, y, z for each atom (eV/Å):
Be 0.98 0.98 -0.07
C -0.08 -0.06 0.20
P 0.51 -0.85 -0.04
C 0.00 -0.15 0.02
N 0.27 0.17 -0.06
C -0.43 0.52 0.04
C 0.09 0.18 0.21
C 0.22 -0.29 -0.09
C -0.30 0.21 -0.10
C 0.18 0.11 0.21
C 0.51 -0.46 0.05
N 0.17 0.28 -0.06
C -0.15 0.00 0.01
P -0.85 0.51 -0.04
C -0.07 -0.09 0.19
C 0.29 -0.13 -0.06
C -0.07 -0.20 0.11
C 0.10 -0.21 -0.12
C 0.01 -0.05 -0.21
C -0.13 0.29 -0.06
C -0.06 0.00 -0.22
C -0.21 0.10 -0.12
C -0.20 -0.08 0.11
H 0.06 0.04 -0.08
H 0.12 0.07 -0.06
H 0.06 0.01 -0.04
H 0.02 -0.10 0.03
H 0.10 0.01 0.00
H 0.01 0.10 0.00
H -0.11 0.03 0.03
H 0.04 0.06 -0.08
H 0.02 0.06 -0.04
H 0.07 0.13 -0.06
H 0.07 0.11 -0.06
H -0.13 0.12 0.03
H -0.19 0.07 0.02
H -0.05 0.10 -0.09
H -0.07 0.07 0.13
H -0.05 0.04 0.01
H 0.07 -0.08 0.11
H 0.03 -0.03 0.06
H -0.10 0.09 0.09
H -0.02 0.03 0.06
H -0.08 0.07 0.11
H 0.09 -0.10 0.09
H 0.04 -0.05 0.02
H 0.07 -0.07 0.13
H 0.09 -0.05 -0.09
H 0.12 -0.13 0.03
H 0.12 0.08 -0.06
H 0.07 -0.19 0.02
Se -0.21 -0.03 -0.34
Te -1.03 0.01 0.23
Te 0.01 -1.03 0.25
Se -0.02 -0.21 -0.34